Entry from OMol25: an isolated molecule of C19H24N2O8S (ωB97M-V with the def2-TZVPD basis set).

Calculated values
Gap between HOMO and LUMO (eV): 9.44
Spin multiplicity: 1
SMILES string: CCOC(=O)Cn1c(=O)oc2cc(S(=O)(=O)N3CCC[C@H](C(=O)OCC)C3)ccc21
Energy above the lowest of the compared OMol25 structures with the same formula, charge and spin (kJ/mol): 20.2
Charge: 0

Positions of all 54 atoms, in Å:
1 C -7.69 1.76 1.19
2 C -6.58 2.37 0.35
3 O -6.04 1.42 -0.57
4 C -5.11 0.59 -0.11
5 O -4.66 0.60 1.00
6 C -4.68 -0.39 -1.20
7 N -3.66 -1.27 -0.72
8 C -3.90 -2.59 -0.37
9 O -4.92 -3.19 -0.55
10 O -2.77 -3.10 0.18
11 C -1.83 -2.11 0.22
12 C -0.54 -2.15 0.70
13 C 0.18 -0.97 0.60
14 S 1.86 -1.00 1.21
15 O 2.38 0.34 1.26
16 O 1.90 -1.74 2.44
17 N 2.61 -1.95 0.06
18 C 3.91 -2.43 0.49
19 C 4.98 -1.36 0.32
20 C 5.05 -0.92 -1.14
21 C 3.68 -0.44 -1.63
22 C 3.26 0.94 -1.14
23 O 2.16 1.39 -1.37
24 O 4.26 1.61 -0.58
25 C 4.00 2.92 -0.06
26 C 4.18 2.92 1.44
27 C 2.59 -1.47 -1.30
28 C -0.34 0.19 0.06
29 C -1.64 0.23 -0.43
30 C -2.38 -0.94 -0.33
31 H -8.47 1.35 0.54
32 H -7.29 0.96 1.81
33 H -8.12 2.52 1.83
34 H -5.78 2.74 0.99
35 H -6.96 3.18 -0.28
36 H -5.54 -1.01 -1.48
37 H -4.34 0.16 -2.08
38 H -0.11 -3.02 1.14
39 H 4.16 -3.32 -0.11
40 H 3.81 -2.73 1.53
41 H 5.95 -1.74 0.64
42 H 4.72 -0.50 0.95
43 H 5.35 -1.77 -1.76
44 H 5.78 -0.13 -1.27
45 H 3.70 -0.34 -2.73
46 H 4.70 3.59 -0.56
47 H 2.97 3.20 -0.33
48 H 5.21 2.67 1.70
49 H 3.52 2.18 1.89
50 H 3.95 3.91 1.84
51 H 2.71 -2.34 -1.95
52 H 1.60 -1.03 -1.48
53 H 0.29 1.06 0.00
54 H -2.06 1.13 -0.85

natural (NBO) atomic charge list, values in e, 4 entries: -0.6353 -0.0764 -0.5028 0.7849


Entry from OMol25: an isolated molecule of C19H24N4 (ωB97M-V with the def2-TZVPD basis set).

Calculated values
Gap between HOMO and LUMO (eV): 7.81
Spin multiplicity: 1
SMILES string: CN1CCN(/N=C/c2ccc(N(C)c3ccccc3)cc2)CC1
Energy above the lowest of the compared OMol25 structures with the same formula, charge and spin (kJ/mol): 236.9
Charge: 0

Positions of all 47 atoms, in Å:
1 C -4.09 -1.93 -1.27
2 N -5.32 -1.30 -0.82
3 C -5.41 0.12 -1.14
4 C -5.05 1.03 0.06
5 N -4.09 0.36 0.92
6 N -2.78 0.39 0.77
7 C -2.13 1.19 0.02
8 C -0.69 1.16 0.00
9 C 0.02 2.02 -0.85
10 C 1.40 2.00 -0.89
11 C 2.12 1.12 -0.08
12 N 3.52 1.11 -0.10
13 C 4.22 2.37 0.05
14 C 4.23 -0.08 -0.04
15 C 3.67 -1.26 -0.54
16 C 4.38 -2.44 -0.52
17 C 5.67 -2.48 -0.03
18 C 6.25 -1.31 0.44
19 C 5.54 -0.13 0.44
20 C 1.41 0.26 0.77
21 C 0.04 0.28 0.81
22 C -4.62 -0.84 1.53
23 C -5.62 -1.54 0.57
24 H -4.04 -1.85 -2.36
25 H -3.18 -1.51 -0.85
26 H -4.14 -2.99 -1.02
27 H -6.44 0.34 -1.46
28 H -4.75 0.33 -1.98
29 H -4.65 1.98 -0.28
30 H -5.94 1.22 0.67
31 H -2.60 1.93 -0.64
32 H -0.52 2.70 -1.49
33 H 1.92 2.65 -1.57
34 H 5.07 2.41 -0.63
35 H 3.54 3.18 -0.18
36 H 4.58 2.51 1.07
37 H 2.67 -1.24 -0.94
38 H 3.92 -3.34 -0.91
39 H 6.23 -3.41 -0.02
40 H 7.26 -1.33 0.82
41 H 6.02 0.76 0.82
42 H 1.96 -0.41 1.41
43 H -0.50 -0.37 1.47
44 H -3.77 -1.49 1.76
45 H -5.12 -0.58 2.47
46 H -6.63 -1.16 0.75
47 H -5.62 -2.61 0.75

natural (NBO) atomic charge list, values in e, 4 entries: -0.4160 -0.4435 -0.2310 -0.2672


Entry from OMol25: an isolated molecule of C19H24N4O4 (ωB97M-V with the def2-TZVPD basis set).

Calculated values
Gap between HOMO and LUMO (eV): 8.50
Spin multiplicity: 1
SMILES string: CCOC(=O)C1=C(C)Nc2nc(C)nn2[C@H]1c1ccc(OCC)c(OC)c1
Energy above the lowest of the compared OMol25 structures with the same formula, charge and spin (kJ/mol): 297.8
Charge: 0

Positions of all 51 atoms, in Å:
1 C -0.66 -4.54 0.15
2 C 0.85 -4.57 0.36
3 O 1.46 -3.36 -0.10
4 C 1.38 -2.30 0.74
5 O 0.87 -2.38 1.84
6 C 1.97 -1.07 0.22
7 C 2.74 -0.96 -0.89
8 C 3.09 -2.08 -1.81
9 N 3.29 0.25 -1.23
10 C 3.27 1.28 -0.33
11 N 3.96 2.40 -0.35
12 C 3.58 3.01 0.81
13 C 4.10 4.33 1.23
14 N 2.71 2.32 1.50
15 N 2.52 1.20 0.77
16 C 1.59 0.15 1.06
17 C 0.17 0.56 0.71
18 C -0.11 1.24 -0.46
19 C -1.42 1.58 -0.77
20 C -2.48 1.26 0.07
21 O -3.78 1.61 -0.19
22 C -4.14 2.15 -1.44
23 C -4.15 1.11 -2.56
24 C -2.20 0.55 1.25
25 O -3.09 0.14 2.20
26 C -4.48 0.26 2.02
27 C -0.88 0.22 1.55
28 H -1.09 -5.49 0.45
29 H -1.10 -3.75 0.76
30 H -0.90 -4.36 -0.89
31 H 1.08 -4.71 1.42
32 H 1.31 -5.36 -0.24
33 H 2.19 -2.47 -2.29
34 H 3.54 -2.91 -1.26
35 H 3.78 -1.75 -2.58
36 H 3.94 0.32 -2.00
37 H 3.87 5.08 0.48
38 H 5.18 4.28 1.34
39 H 3.65 4.61 2.18
40 H 1.64 -0.10 2.12
41 H 0.68 1.51 -1.14
42 H -1.59 2.13 -1.68
43 H -3.49 3.00 -1.70
44 H -5.15 2.54 -1.28
45 H -4.48 1.57 -3.48
46 H -3.16 0.68 -2.70
47 H -4.84 0.31 -2.30
48 H -4.92 -0.21 2.90
49 H -4.80 1.30 1.96
50 H -4.82 -0.27 1.12
51 H -0.70 -0.32 2.46

natural (NBO) atomic charge list, values in e, 4 entries: -0.6355 -0.0723 -0.5231 0.7854


Entry from OMol25: an isolated molecule of C19H24N4O5 (ωB97M-V with the def2-TZVPD basis set).

Calculated values
Gap between HOMO and LUMO (eV): 9.27
Spin multiplicity: 1
SMILES string: CCOc1ccc(CC(=O)NCC(=O)NCc2cc(=O)n(C)c(=O)n2C)cc1
Energy above the lowest of the compared OMol25 structures with the same formula, charge and spin (kJ/mol): 86.7
Charge: 0

Positions of all 52 atoms, in Å:
1 C 6.80 1.10 -0.14
2 C 6.12 0.22 0.89
3 O 4.85 0.70 1.27
4 C 3.78 0.57 0.44
5 C 3.77 -0.15 -0.75
6 C 2.61 -0.23 -1.50
7 C 1.44 0.40 -1.09
8 C 0.18 0.29 -1.90
9 C -0.63 -0.97 -1.66
10 O -1.79 -1.08 -2.03
11 N 0.03 -1.97 -1.04
12 C -0.58 -3.26 -0.75
13 C -1.52 -3.12 0.46
14 O -1.23 -3.48 1.58
15 N -2.68 -2.52 0.13
16 C -3.60 -1.98 1.11
17 C -3.72 -0.50 0.85
18 C -4.79 0.00 0.19
19 C -4.86 1.38 -0.23
20 O -5.80 1.90 -0.77
21 N -3.69 2.10 0.04
22 C -3.61 3.47 -0.42
23 C -2.59 1.62 0.70
24 O -1.60 2.30 0.88
25 N -2.66 0.31 1.17
26 C -1.57 -0.14 2.01
27 C 1.46 1.13 0.10
28 C 2.61 1.21 0.85
29 H 7.79 0.72 -0.36
30 H 6.89 2.11 0.25
31 H 6.23 1.14 -1.06
32 H 6.69 0.21 1.82
33 H 6.04 -0.82 0.53
34 H 4.65 -0.66 -1.11
35 H 2.62 -0.79 -2.43
36 H -0.48 1.14 -1.69
37 H 0.40 0.32 -2.97
38 H 0.95 -1.79 -0.68
39 H -1.15 -3.59 -1.62
40 H 0.21 -3.98 -0.51
41 H -2.76 -2.15 -0.82
42 H -3.20 -2.21 2.10
43 H -4.58 -2.44 1.00
44 H -5.62 -0.63 -0.08
45 H -3.34 4.12 0.41
46 H -2.85 3.57 -1.19
47 H -4.58 3.74 -0.82
48 H -0.95 0.73 2.22
49 H -0.96 -0.89 1.51
50 H -1.96 -0.54 2.94
51 H 0.57 1.64 0.42
52 H 2.63 1.77 1.77

natural (NBO) atomic charge list, values in e, 4 entries: -0.6384 -0.0625 -0.4905 0.2936


Entry from OMol25: an isolated molecule of C19H24N6 (ωB97M-V with the def2-TZVPD basis set).

Calculated values
Gap between HOMO and LUMO (eV): 7.76
Spin multiplicity: 1
SMILES string: Cc1ncc(-c2ccnc(Nc3ccc(N(C)C)cc3)n2)n1C(C)C
Energy above the lowest of the compared OMol25 structures with the same formula, charge and spin (kJ/mol): 0.0
Charge: 0

Positions of all 49 atoms, in Å:
1 C -5.17 0.15 -1.15
2 C -4.00 0.10 -2.04
3 N -4.11 0.39 -3.31
4 C -2.82 0.23 -3.85
5 C -1.94 -0.23 -2.91
6 C -0.46 -0.42 -3.12
7 C -0.05 -0.90 -4.33
8 C 1.30 -1.05 -4.53
9 N 2.19 -0.75 -3.59
10 C 1.72 -0.24 -2.45
11 N 2.73 0.13 -1.60
12 C 2.69 0.38 -0.23
13 C 3.76 1.05 0.42
14 C 3.73 1.17 1.82
15 C 2.63 0.69 2.58
16 N 2.65 0.86 3.97
17 C 2.31 -0.24 4.90
18 C 3.09 2.12 4.57
19 C 1.60 0.01 1.94
20 C 1.64 -0.14 0.54
21 N 0.45 -0.09 -2.18
22 N -2.69 -0.27 -1.75
23 C -2.19 -0.81 -0.46
24 C -2.08 0.33 0.55
25 C -2.96 -2.07 -0.04
26 H -5.96 0.77 -1.63
27 H -4.93 0.51 -0.12
28 H -5.60 -0.83 -1.01
29 H -2.55 0.45 -4.88
30 H -0.68 -1.15 -5.14
31 H 1.66 -1.48 -5.48
32 H 3.66 0.00 -2.02
33 H 4.63 1.41 -0.15
34 H 4.53 1.67 2.34
35 H 1.28 -0.12 5.27
36 H 3.01 -0.16 5.76
37 H 2.51 -1.24 4.52
38 H 4.17 2.18 4.67
39 H 2.79 2.92 3.93
40 H 2.63 2.28 5.55
41 H 0.75 -0.40 2.45
42 H 0.85 -0.71 0.08
43 H -1.18 -1.13 -0.63
44 H -3.06 0.67 0.91
45 H -1.49 -0.05 1.43
46 H -1.57 1.17 0.12
47 H -3.10 -2.72 -0.90
48 H -2.41 -2.62 0.73
49 H -3.91 -1.81 0.45

natural (NBO) atomic charge list, values in e, 4 entries: -0.6601 0.3626 -0.4639 -0.0637


Entry from OMol25: C19H24N6O as an isolated structure (ωB97M-V with the def2-TZVPD basis set).

Calculated values
Gap between HOMO and LUMO (eV): 8.48
Spin multiplicity: 1
Energy above the lowest of the compared OMol25 structures with the same formula, charge and spin (kJ/mol): 1607.8
Charge: 0

Positions of all 50 atoms, in Å:
1 O 2.30 -1.97 -1.00
2 C 1.97 -0.83 -1.01
3 N 2.81 0.30 -0.81
4 C 2.38 1.57 -0.58
5 C 3.63 2.00 -0.09
6 H 3.65 3.15 -0.08
7 C 4.61 1.22 -0.44
8 C 4.06 -0.02 -0.77
9 H 4.37 -0.63 -1.58
10 H 4.31 -0.65 0.26
11 H 5.58 1.56 -0.04
12 H 4.78 1.81 -1.72
13 H 3.63 1.83 1.02
14 H 1.48 1.78 0.15
15 H 2.07 2.07 -1.63
16 C 0.31 -0.54 -1.04
17 C -0.64 -1.57 -0.97
18 N -1.83 -0.73 -1.24
19 C -3.01 -0.90 -1.42
20 C -4.07 -0.02 -1.56
21 C -3.69 1.25 -2.08
22 C -2.44 1.69 -1.81
23 C -1.38 0.73 -1.57
24 N -0.13 0.76 -1.36
25 H -1.97 2.75 -2.44
26 H -4.31 2.01 -2.25
27 H -5.07 -0.52 -1.70
28 H -3.34 -1.87 -1.16
29 C -0.80 -2.89 -0.53
30 N 0.24 -3.35 0.44
31 H 1.16 -2.96 0.02
32 C -0.08 -2.96 1.61
33 C -0.01 -1.38 2.10
34 H 0.56 -1.02 1.34
35 H 0.36 -1.33 3.07
36 C -1.41 -0.62 2.10
37 N -1.43 0.59 1.57
38 C -2.54 1.33 1.70
39 C -2.13 2.65 1.24
40 C -0.85 2.67 1.53
41 N -0.27 1.24 1.91
42 H -0.15 3.41 1.61
43 H -2.80 3.41 0.98
44 H -3.57 0.74 1.40
45 H -2.18 -1.27 1.25
46 H -1.77 -1.03 3.03
47 H 0.82 -3.53 2.37
48 H -0.87 -3.51 2.07
49 H -0.48 -3.36 -1.65
50 H -1.86 -3.05 -0.26

natural (NBO) atomic charge list, values in e, 4 entries: -0.6202 0.7384 -0.4583 -0.1928


Entry from OMol25: an isolated molecule of C19H24O4 (ωB97M-V with the def2-TZVPD basis set).

Calculated values
Gap between HOMO and LUMO (eV): 8.74
Spin multiplicity: 1
SMILES string: CCOc1ccccc1OCCOc1ccccc1OC(C)C
Energy above the lowest of the compared OMol25 structures with the same formula, charge and spin (kJ/mol): 200.7
Charge: 0

Positions of all 47 atoms, in Å:
1 C 5.19 1.64 0.26
2 C 4.08 1.56 -0.78
3 O 2.82 1.24 -0.22
4 C 2.56 -0.05 0.20
5 C 3.40 -1.12 -0.05
6 C 3.10 -2.40 0.40
7 C 1.94 -2.62 1.12
8 C 1.08 -1.56 1.36
9 C 1.36 -0.28 0.90
10 O 0.42 0.65 1.24
11 C 0.24 1.85 0.53
12 C -0.13 1.64 -0.95
13 O -1.37 0.98 -1.11
14 C -1.39 -0.38 -0.87
15 C -0.52 -1.23 -1.55
16 C -0.52 -2.59 -1.35
17 C -1.43 -3.15 -0.47
18 C -2.33 -2.33 0.18
19 C -2.34 -0.94 -0.01
20 O -3.28 -0.30 0.73
21 C -3.73 1.02 0.45
22 C -4.45 1.07 -0.90
23 C -4.66 1.39 1.59
24 H 5.34 0.67 0.74
25 H 4.93 2.36 1.03
26 H 6.12 1.94 -0.22
27 H 3.92 2.55 -1.22
28 H 4.34 0.87 -1.59
29 H 4.32 -0.98 -0.60
30 H 3.78 -3.21 0.19
31 H 1.70 -3.60 1.49
32 H 0.16 -1.70 1.90
33 H 1.13 2.49 0.58
34 H -0.59 2.34 1.04
35 H -0.26 2.62 -1.42
36 H 0.68 1.11 -1.46
37 H 0.19 -0.79 -2.24
38 H 0.18 -3.21 -1.89
39 H -1.45 -4.21 -0.30
40 H -3.06 -2.74 0.86
41 H -2.88 1.71 0.43
42 H -3.76 0.83 -1.71
43 H -5.27 0.35 -0.91
44 H -4.85 2.07 -1.07
45 H -4.14 1.31 2.54
46 H -5.02 2.41 1.47
47 H -5.51 0.71 1.61

natural (NBO) atomic charge list, values in e, 4 entries: -0.6398 -0.0595 -0.5354 0.2877


Entry from OMol25: an isolated molecule of C19H24O4 (ωB97M-V with the def2-TZVPD basis set).

Calculated values
Gap between HOMO and LUMO (eV): 8.68
Spin multiplicity: 1
SMILES string: CCOc1ccccc1OCCOc1ccccc1OC(C)C
Energy above the lowest of the compared OMol25 structures with the same formula, charge and spin (kJ/mol): 199.7
Charge: 0

Positions of all 47 atoms, in Å:
1 C 1.84 0.94 3.92
2 C 0.51 0.29 4.24
3 O -0.31 0.10 3.11
4 C -0.02 -0.89 2.20
5 C 0.95 -1.86 2.40
6 C 1.17 -2.87 1.48
7 C 0.41 -2.93 0.33
8 C -0.55 -1.97 0.11
9 C -0.78 -0.93 1.02
10 O -1.78 -0.07 0.65
11 C -1.81 1.27 1.09
12 C -0.54 2.06 0.73
13 O -0.20 1.95 -0.64
14 C 0.66 0.93 -1.01
15 C 1.84 0.70 -0.31
16 C 2.74 -0.28 -0.68
17 C 2.48 -1.04 -1.81
18 C 1.33 -0.81 -2.53
19 C 0.40 0.17 -2.16
20 O -0.66 0.24 -3.01
21 C -1.85 0.96 -2.72
22 C -1.73 2.41 -3.18
23 C -2.97 0.24 -3.46
24 H 2.40 0.35 3.20
25 H 2.43 1.04 4.83
26 H 1.68 1.93 3.50
27 H 0.65 -0.66 4.77
28 H -0.08 0.95 4.89
29 H 1.55 -1.84 3.30
30 H 1.94 -3.60 1.67
31 H 0.56 -3.71 -0.39
32 H -1.16 -1.98 -0.78
33 H -1.97 1.34 2.17
34 H -2.67 1.69 0.56
35 H -0.74 3.12 0.91
36 H 0.28 1.74 1.37
37 H 2.07 1.32 0.55
38 H 3.64 -0.43 -0.11
39 H 3.17 -1.81 -2.12
40 H 1.11 -1.38 -3.42
41 H -2.05 0.92 -1.64
42 H -1.51 2.44 -4.25
43 H -2.66 2.94 -3.00
44 H -0.93 2.92 -2.65
45 H -3.92 0.74 -3.29
46 H -2.75 0.23 -4.53
47 H -3.04 -0.79 -3.11

natural (NBO) atomic charge list, values in e, 4 entries: -0.6433 -0.0604 -0.5333 0.2911


Entry from OMol25: C19H25BClCrN6 as an isolated structure (ωB97M-V with the def2-TZVPD basis set).

Calculated values
Gap between HOMO and LUMO (alpha / beta) (eV): 8.83 / 8.43
Spin multiplicity: 2
Energy above the lowest of the compared OMol25 structures with the same formula, charge and spin (kJ/mol): 29.8
Charge: 0
Expectation value of S²: 0.958

Positions of all 53 atoms, in Å:
1 Cr 0.43 -0.55 0.27
2 C 3.36 0.69 -2.59
3 C 2.69 -0.27 -1.82
4 N 1.78 0.32 -1.04
5 N 1.84 1.64 -1.30
6 C 2.77 1.88 -2.24
7 B 0.75 2.58 -0.77
8 N 0.77 2.55 0.78
9 C 0.35 3.57 1.55
10 C -0.30 3.07 2.65
11 C -0.25 1.68 2.46
12 N 0.40 1.37 1.35
13 N -0.66 2.03 -1.15
14 C -1.64 2.62 -1.85
15 C -2.74 1.79 -1.85
16 C -2.33 0.67 -1.12
17 N -1.08 0.83 -0.69
18 H 4.14 0.52 -3.31
19 H 2.80 -1.33 -1.81
20 H 2.93 2.89 -2.59
21 H 0.91 3.69 -1.18
22 H 0.52 4.59 1.24
23 H -0.73 3.62 3.47
24 H -0.67 0.92 3.08
25 H -1.49 3.59 -2.29
26 H -3.69 1.95 -2.32
27 H -2.85 -0.25 -0.92
28 C 1.31 -1.00 2.42
29 C 0.06 -1.65 2.26
30 C 0.20 -2.56 1.18
31 C 1.53 -2.45 0.66
32 C 2.20 -1.46 1.41
33 C 3.61 -0.98 1.26
34 C 2.15 -3.39 -0.32
35 C -0.80 -3.61 0.83
36 C -1.12 -1.60 3.18
37 C 1.78 -0.16 3.56
38 H 4.22 -1.33 2.09
39 H 3.65 0.11 1.24
40 H 4.05 -1.34 0.33
41 H 2.18 -4.40 0.10
42 H 3.18 -3.11 -0.56
43 H 1.57 -3.43 -1.24
44 H -0.70 -4.45 1.53
45 H -0.65 -3.98 -0.18
46 H -1.82 -3.23 0.90
47 H -1.32 -2.59 3.60
48 H -2.03 -1.28 2.66
49 H -0.96 -0.92 4.01
50 H 0.98 0.12 4.24
51 H 2.27 0.76 3.22
52 H 2.50 -0.73 4.13
53 Cl -0.28 -1.74 -1.64

natural (NBO) atomic charge list, values in e, 4 entries: 0.7980 -0.3519 0.0052 -0.2887


Entry from OMol25: C19H25BInO2 as an isolated structure (ωB97M-V with the def2-TZVPD basis set).

Calculated values
Gap between HOMO and LUMO (eV): 7.62
Spin multiplicity: 1
Charge: -1

Positions of all 48 atoms, in Å:
1 O 1.41 1.93 -0.66
2 B 1.53 3.28 -0.42
3 O 2.83 3.80 -0.30
4 C 0.30 4.26 -0.28
5 In -1.70 3.28 -0.42
6 H 0.72 1.61 -0.05
7 H 2.83 4.24 0.56
8 H 0.45 5.02 -1.03
9 H 0.40 4.69 0.71
10 H -1.76 1.95 -1.63
11 H -3.01 4.46 -0.81
12 H -2.16 2.54 1.16
13 C 6.69 4.18 -0.55
14 C 5.90 3.04 -0.51
15 C 6.44 1.85 -0.04
16 C 7.76 1.81 0.39
17 C 8.55 2.95 0.35
18 C 8.01 4.14 -0.13
19 H 6.26 5.11 -0.92
20 H 4.87 3.07 -0.83
21 H 5.84 0.96 0.00
22 H 8.18 0.88 0.76
23 H 9.58 2.92 0.68
24 H 8.62 5.04 -0.17
25 C -2.44 -0.92 0.81
26 C -2.58 -1.61 2.01
27 C -3.84 -1.95 2.47
28 C -4.96 -1.60 1.74
29 C -4.82 -0.91 0.54
30 C -3.56 -0.57 0.08
31 H -1.45 -0.65 0.45
32 H -1.70 -1.89 2.58
33 H -3.95 -2.49 3.41
34 H -5.95 -1.87 2.10
35 H -5.70 -0.64 -0.03
36 H -3.44 -0.03 -0.85
37 C -4.32 -3.99 -1.33
38 C -5.00 -5.20 -1.36
39 C -4.36 -6.37 -0.96
40 C -3.04 -6.32 -0.53
41 C -2.36 -5.11 -0.50
42 C -3.00 -3.95 -0.90
43 H -4.81 -3.08 -1.64
44 H -6.03 -5.23 -1.69
45 H -4.89 -7.31 -0.99
46 H -2.54 -7.23 -0.21
47 H -1.34 -5.07 -0.16
48 H -2.47 -3.00 -0.88

Mulliken atomic charge list, values in e, 4 entries: -0.4705 0.4582 -0.4053 -0.9054